Entry from the Open Molecules 2025 dataset: a single C2H3N3O molecule (ωB97M-V with the def2-TZVPD basis set).

CARTESIAN COORDINATES (ANGSTROEM)
C  -1.233  -0.006  0.636
N  0.130  -0.048  0.887
H  1.547  0.063  -1.769
N  -1.474  0.061  -0.645
C  0.688  -0.001  -0.340
H  -1.978  -0.027  1.418
O  1.953  -0.008  -0.695
H  0.612  -0.096  1.770
N  -0.247  0.063  -1.261

## Properties
E_tot	-317.47816	Eh
energy above the lowest of the compared OMol25 structures with the same formula, charge and spin	1.474	eV
total charge	0
SMILES string	Oc1nnc[nH]1



Entry from the Open Molecules 2025 dataset: a molecular structure, C2BiO4 (ωB97M-V with the def2-TZVPD basis set).

CARTESIAN COORDINATES (ANGSTROEM)
O  0.059  -0.228  0.751
O  1.686  0.732  -0.510
O  -2.445  0.375  -0.523
C  1.505  -0.138  0.472
O  2.163  -1.199  0.460
C  -2.836  0.161  0.527
Bi  -0.132  0.298  -1.178

## Properties
E_tot	-591.38044	Eh
energy above the lowest of the compared OMol25 structures with the same formula, charge and spin	0.000	eV
total charge	+1



Entry from the Open Molecules 2025 dataset: 15 unconnected molecules or ions with the total composition C39H61N16O2 (ωB97M-V with the def2-TZVPD basis set).

CARTESIAN COORDINATES (ANGSTROEM)
H  -1.570  3.008  -4.677
H  -6.562  5.593  5.937
C  1.625  2.513  1.682
N  0.427  4.998  4.510
H  -5.307  2.105  -5.725
C  -3.637  0.524  1.115
C  -2.845  -3.707  -1.775
C  -4.111  -3.447  -2.459
C  -4.926  -2.536  -10.886
H  -0.164  3.311  -0.459
N  -2.125  5.473  -2.767
C  0.073  -1.394  -3.433
C  -1.762  4.462  -3.179
H  -0.940  3.430  2.433
N  6.907  -7.343  0.575
C  -0.644  5.381  4.690
C  6.149  -3.726  2.601
H  3.043  6.695  4.922
H  -3.696  2.526  1.819
C  4.622  -7.324  1.825
H  2.415  2.710  6.600
N  5.101  -3.799  3.070
N  -1.041  1.246  0.494
C  5.896  -7.341  1.122
H  1.256  2.354  2.696
H  -3.158  -1.390  0.324
O  -0.726  -0.807  -0.326
O  3.440  1.014  1.119
C  3.980  3.496  5.450
H  3.550  2.302  2.726
H  -4.236  -1.696  -10.858
H  2.885  5.995  6.539
N  1.319  -1.542  -5.723
C  -2.005  5.861  4.919
C  -3.518  1.040  -5.475
H  1.107  4.593  1.994
H  5.665  -9.527  -1.075
C  1.191  3.890  1.165
H  4.695  -1.150  1.285
C  3.335  6.799  5.963
C  -0.176  3.862  0.478
H  5.051  -10.239  -2.581
C  -5.271  6.392  4.491
N  3.512  -5.213  0.147
H  -5.298  6.664  6.571
H  7.589  -4.461  1.270
N  -2.473  0.931  -5.007
N  -1.829  -3.915  -1.275
H  -6.687  7.346  5.706
H  8.238  -3.746  2.759
H  3.251  1.533  5.569
H  -0.384  4.895  0.203
N  -4.702  6.302  3.494
H  -4.531  -2.498  -2.131
H  4.723  -7.822  2.789
N  4.451  4.359  4.852
N  2.529  -9.611  -0.781
H  -4.770  1.195  -7.149
C  -5.977  -1.909  -5.017
C  3.383  2.401  6.212
H  0.176  -0.458  -0.296
C  -1.542  0.072  0.251
C  -5.999  6.505  5.753
H  0.797  -1.317  -2.624
H  0.509  -5.042  1.124
H  -3.949  -3.406  -3.533
H  3.864  -7.839  1.236
H  2.958  0.159  2.986
H  0.584  -4.189  -0.426
C  0.772  -1.477  -4.714
H  -0.573  -0.517  -3.424
H  -1.726  2.369  -3.040
C  7.473  -3.652  1.991
H  -4.650  -3.197  -11.704
H  7.592  -2.697  1.482
H  -0.533  -2.285  -3.282
H  -1.975  6.834  5.406
C  -3.080  1.766  1.363
H  1.908  -0.209  1.634
H  -5.935  -2.165  -11.052
C  -1.315  3.440  1.409
C  -4.848  1.178  -6.064
H  -4.928  -2.247  -6.807
H  4.310  -6.299  1.984
H  -5.596  -3.696  -6.050
H  -2.117  4.170  1.388
N  -6.129  -1.331  -4.035
H  1.137  -3.384  1.054
C  -2.828  -0.389  0.539
C  -4.870  -3.267  -9.621
C  3.574  -9.544  -1.259
C  2.966  -0.051  1.912
C  2.436  -4.847  0.312
H  -4.653  0.285  1.369
H  1.247  1.779  0.980
H  3.164  -1.825  0.745
H  5.017  -8.481  -2.347
N  2.521  9.107  6.886
H  -5.473  0.341  -5.759
N  -1.853  2.099  1.086
C  1.085  -4.336  0.528
N  -4.826  -3.852  -8.631
H  3.615  -2.000  2.465
C  -1.288  3.157  -3.645
H  4.033  2.133  7.042
C  3.157  2.283  1.709
C  -5.779  -2.648  -6.268
C  2.879  8.091  6.480
H  -2.542  5.159  5.555
H  -2.526  5.954  3.973
H  3.653  3.000  1.063
H  -0.203  3.110  -3.564
H  1.941  4.274  0.478
H  -4.817  -4.244  -2.234
C  4.908  -9.443  -1.852
H  4.416  6.727  6.036
H  -6.667  -2.566  -6.890
C  3.676  -1.369  1.589

## Properties
E_tot	-2548.83185	Eh
total charge	+1



Entry from the Open Molecules 2025 dataset: 3 unconnected molecules or ions with the total composition C15H29BNO6 (ωB97M-V with the def2-TZVPD basis set).

CARTESIAN COORDINATES (ANGSTROEM)
H  0.664  2.508  -2.609
H  -2.231  -4.816  -2.654
H  4.336  3.662  6.151
O  -2.618  1.468  -3.412
C  4.079  3.728  5.095
C  -1.337  0.497  -0.760
H  3.544  4.662  4.922
C  3.633  2.691  2.341
H  3.772  1.606  4.816
H  -3.485  -2.251  -4.000
C  -3.715  -2.566  -2.976
H  3.892  0.546  2.245
H  -4.186  -1.715  -2.481
O  -1.094  -2.476  0.749
O  2.678  2.640  3.384
H  -5.624  -3.448  -3.429
B  -0.729  -1.230  1.131
H  -3.581  1.559  -3.393
H  3.063  2.789  1.413
H  -0.859  -3.908  -2.046
H  -2.003  -3.702  -4.886
O  -0.591  -0.846  2.412
C  -0.981  1.464  -1.687
H  -4.286  -4.581  -3.562
H  -0.470  -4.417  -4.407
C  1.299  1.093  -1.165
H  2.350  2.482  5.353
O  -2.517  -2.801  -2.250
C  4.508  1.449  2.261
C  -2.063  2.197  -2.428
H  4.252  3.591  2.420
H  -1.674  0.944  2.268
C  -1.702  -3.862  -2.736
C  -0.774  0.547  2.727
H  2.360  1.240  -1.284
H  5.122  1.476  1.359
C  -0.368  -0.145  -0.017
C  3.218  2.543  4.697
H  -4.859  -4.094  -1.967
H  0.095  1.147  2.462
H  -0.725  -2.670  -4.247
C  -1.199  -3.648  -4.152
H  5.183  1.368  3.112
N  0.918  0.177  -0.257
H  5.012  3.765  4.530
O  -2.353  3.316  -2.127
H  -2.011  -2.569  0.468
H  -0.894  0.625  3.802
C  -4.674  -3.743  -2.983
H  1.637  -0.295  0.277
C  0.362  1.766  -1.887
H  -2.371  0.237  -0.594

## Properties
E_tot	-1119.82155	Eh
total charge	+1



Entry from the Open Molecules 2025 dataset: a molecular structure, C4H8CsO2 (ωB97M-V with the def2-TZVPD basis set).

CARTESIAN COORDINATES (ANGSTROEM)
H  -1.130  -0.583  -0.751
C  -0.855  -0.445  1.793
Cs  -0.115  4.504  -6.018
O  -0.117  1.224  -2.299
H  1.249  1.338  -0.824
H  1.187  -1.928  1.989
C  0.343  -0.519  0.870
H  0.461  -1.277  -1.136
H  -0.691  -0.899  2.780
C  0.393  0.799  -1.274
H  -1.760  -0.845  1.315
O  0.849  -1.865  1.091
H  -0.838  0.670  1.986
H  1.073  0.280  1.084
C  -0.050  -0.452  -0.606

## Properties
E_tot	-327.59326	Eh
energy above the lowest of the compared OMol25 structures with the same formula, charge and spin	0.000	eV
total charge	+1



Entry from the Open Molecules 2025 dataset: 4 unconnected molecules or ions with the total composition C23H39F17NO7P (ωB97M-V with the def2-TZVPD basis set).

CARTESIAN COORDINATES (ANGSTROEM)
C  6.417  -4.391  2.199
H  -8.193  1.043  2.117
C  0.396  -2.787  1.342
H  -3.413  5.058  1.580
C  -1.334  -4.475  0.282
H  7.079  -2.660  -0.689
C  -7.495  -2.040  1.647
H  -3.879  -1.560  2.287
H  5.617  3.316  -4.595
N  6.680  -4.320  3.569
H  -3.312  2.038  0.017
H  -2.553  4.395  0.181
H  5.693  -0.973  0.908
F  -2.931  -5.964  1.210
F  1.801  -0.252  3.512
C  1.999  -0.931  2.366
P  4.920  -1.863  0.118
O  -4.073  5.614  -1.664
H  -3.852  3.027  -1.366
C  0.565  -1.303  1.816
H  7.052  -2.359  1.964
H  6.507  -5.225  3.994
H  -5.897  4.632  -1.444
H  -5.979  6.261  -2.165
F  -1.920  -2.291  0.974
H  3.922  3.906  -6.932
H  -3.256  6.734  -0.175
C  -3.986  5.926  -0.285
O  5.689  -5.243  1.727
C  2.603  2.868  -4.117
H  -3.607  0.104  1.729
H  7.632  -4.029  3.761
C  3.677  2.392  -3.165
F  -0.601  -2.520  -0.759
F  1.450  -3.204  0.610
C  3.486  -0.523  0.158
H  -6.712  -2.234  2.384
F  0.210  -0.452  0.838
F  4.015  0.221  2.295
F  2.452  -0.949  -0.638
F  0.324  -3.565  2.449
H  -5.771  1.309  1.708
C  -4.134  2.642  -0.383
C  -5.390  5.339  -2.104
F  2.277  1.165  1.350
H  -8.461  -2.351  2.059
O  4.675  1.626  -3.826
O  -5.207  -0.206  3.006
H  6.007  -4.042  -0.364
F  -0.301  -5.174  -0.226
H  -5.316  4.906  -3.100
O  -7.525  -0.679  1.263
C  -7.510  0.223  2.358
H  -5.012  2.007  -0.493
C  -6.131  0.793  2.603
F  -0.958  -6.026  2.051
H  4.908  -1.647  -1.277
F  -2.328  -4.434  -0.635
F  2.679  -2.063  2.669
H  -7.877  -0.269  3.264
C  5.847  2.359  -4.122
C  -3.528  4.742  0.539
H  6.443  1.758  -4.807
H  2.135  2.009  -4.609
H  -4.942  -0.864  1.047
O  3.103  3.779  -5.082
H  6.432  2.542  -3.213
C  2.926  -0.013  1.503
H  8.100  -3.551  1.233
H  4.022  -2.837  0.606
H  -4.949  6.288  0.088
H  4.130  3.247  -2.653
O  -4.470  3.682  0.516
H  2.409  2.980  -6.867
H  3.219  1.751  -2.412
H  3.922  2.265  -6.254
C  3.349  3.191  -6.345
C  6.359  -3.083  0.021
F  4.020  0.596  -0.453
H  -6.191  1.531  3.409
F  -2.277  -4.380  2.502
C  7.044  -3.282  1.370
H  1.831  3.390  -3.542
C  -0.885  -2.992  0.475
C  -4.371  -0.650  1.954
H  -7.292  -2.626  0.752
F  -0.311  -1.149  2.830
C  -1.888  -5.228  1.552

## Properties
E_tot	-3520.10580	Eh
energy above the lowest of the compared OMol25 structures with the same formula, charge and spin	0.000	eV
total charge	0
SMILES string	NC(=O)CC[PH3]C(F)(F)C(F)(F)C(F)(F)C(F)(F)C(F)(F)C(F)(F)C(F)(F)C(F)(F)F.COCCOC.COCCOC.COCCOC



Entry from the Open Molecules 2025 dataset: 2 unconnected molecules or ions with the total composition C3H8NO (ωB97M-V with the def2-TZVPD basis set).

CARTESIAN COORDINATES (ANGSTROEM)
N  -0.461  0.345  -0.472
C  -1.743  -0.123  -0.541
H  1.470  1.609  0.790
H  -3.176  -1.756  -0.561
H  0.870  -0.421  -0.064
O  1.857  -0.431  0.331
H  -1.564  -2.165  0.127
H  3.086  1.160  0.224
H  -0.503  1.199  -1.019
H  -2.470  0.419  -1.174
H  2.584  0.728  1.852
C  2.232  0.821  0.814
C  -2.182  -1.385  -0.306

## Properties
E_tot	-249.05866	Eh
energy above the lowest of the compared OMol25 structures with the same formula, charge and spin	0.761	eV
total charge	-1



Entry from the Open Molecules 2025 dataset: a single C2H8N4 molecule (ωB97M-V with the def2-TZVPD basis set).

CARTESIAN COORDINATES (ANGSTROEM)
H  1.270  2.309  -0.277
N  1.804  -0.899  -0.357
H  -2.658  -1.266  -0.021
N  -0.793  -0.304  -0.142
H  1.134  -1.480  -0.115
N  -0.227  0.929  -0.337
H  -2.555  0.820  -0.683
H  2.540  0.274  1.117
C  1.010  1.215  -0.048
H  1.479  -0.549  -1.310
N  1.608  0.044  0.419
H  -2.446  0.096  1.279
H  0.013  -1.050  0.416
C  -2.179  -0.140  0.059

## Properties
E_tot	-299.75799	Eh
energy above the lowest of the compared OMol25 structures with the same formula, charge and spin	7.421	eV
total charge	0
SMILES string	CN/N=C\NN



Entry from the Open Molecules 2025 dataset: a gas-phase ion, C3H9N2S (charge +1) (ωB97M-V with the def2-TZVPD basis set).

CARTESIAN COORDINATES (ANGSTROEM)
C  -0.379  -0.613  0.112
H  1.890  0.133  -0.117
N  0.005  -1.776  -2.302
H  0.910  2.045  0.192
C  0.307  1.484  0.946
H  -0.918  -2.306  -2.236
S  2.146  -0.440  -1.278
H  -0.781  -1.550  0.363
N  0.441  0.070  0.981
H  0.562  -1.797  -3.192
H  0.694  -0.514  1.794
C  0.536  -1.031  -1.364
H  -0.775  1.888  1.120
H  -1.262  0.097  -0.271
H  0.727  1.972  1.856

## Properties
E_tot	-627.09630	Eh
energy above the lowest of the compared OMol25 structures with the same formula, charge and spin	2.007	eV
total charge	+1



Entry from the Open Molecules 2025 dataset: a molecular structure, C7H11AsI (ωB97M-V with the def2-TZVPD basis set).

CARTESIAN COORDINATES (ANGSTROEM)
C  -0.162  -0.629  0.078
C  -1.300  -0.030  0.815
I  1.301  2.437  0.751
H  -1.214  1.964  2.461
C  2.016  -1.624  -1.370
H  2.807  -2.201  0.526
H  -1.515  3.594  0.958
C  0.909  -1.238  0.736
H  -0.962  -0.068  -1.817
H  -2.227  -0.328  0.328
As  -1.406  2.037  0.906
C  -0.134  -0.541  -1.319
H  -2.973  1.946  1.039
H  2.844  -1.997  -1.947
H  0.962  -0.924  -3.108
C  0.953  -1.017  -2.033
C  1.980  -1.735  0.011
H  0.912  -1.295  1.810
H  -1.343  -0.399  1.838
H  -1.447  2.046  -0.665

## Properties
E_tot	-2806.74161	Eh
energy above the lowest of the compared OMol25 structures with the same formula, charge and spin	0.000	eV
total charge	-1



Entry from the Open Molecules 2025 dataset: 7 unconnected molecules or ions with the total composition C14H28O28S7 (ωB97M-V with the def2-TZVPD basis set).

CARTESIAN COORDINATES (ANGSTROEM)
O  -8.125  -0.280  9.224
C  4.339  6.047  3.417
H  1.867  1.234  -0.698
H  -4.008  -7.405  0.111
O  -4.390  -6.994  2.147
H  2.628  -1.601  -0.684
O  -3.622  0.854  -0.986
H  -4.107  -1.110  -1.636
C  -4.516  -0.103  -1.555
S  -4.469  2.193  -0.390
H  -6.637  -1.746  6.768
H  -6.289  -0.582  5.480
S  3.405  -8.546  -5.293
O  4.787  8.825  -4.998
H  -2.941  -9.292  2.277
O  4.189  6.297  -4.567
O  -3.126  -4.959  1.966
H  3.956  6.776  4.130
H  3.665  7.350  1.846
H  -5.339  -0.803  8.300
C  -4.018  -7.893  1.086
O  -6.300  0.940  8.143
C  -6.598  -0.685  6.520
C  4.170  6.388  1.930
C  2.279  -6.689  -6.672
H  1.313  -6.739  -7.174
S  5.230  7.237  -5.020
C  -5.843  0.009  -0.897
C  -5.685  -0.111  7.533
O  -5.910  1.382  -0.586
O  -4.315  2.495  1.076
O  0.487  -0.439  2.930
O  2.772  -9.770  -4.754
H  0.949  -1.197  -0.336
O  -8.552  2.048  8.156
H  -4.684  0.190  7.224
H  -5.834  -0.646  -0.025
H  5.506  8.719  -8.070
O  5.926  3.929  1.815
C  2.310  0.521  -0.003
H  1.083  -7.024  -4.846
O  5.766  5.939  3.519
O  2.286  -1.357  1.233
H  1.970  -5.360  -4.804
S  1.800  -0.283  2.392
C  1.928  -6.398  -5.133
O  7.803  5.609  1.936
O  2.920  -7.144  -4.467
O  -7.857  -0.005  6.739
H  3.038  -5.980  -7.001
O  1.873  0.949  1.297
O  5.294  7.332  -6.619
H  3.787  5.129  3.620
O  -2.108  -7.444  2.277
C  -2.732  -8.477  1.584
O  -3.246  -6.083  4.231
S  -7.939  0.725  8.178
H  6.960  8.548  -6.901
H  5.809  10.340  -5.823
C  5.883  8.527  -7.066
S  -3.198  -6.186  2.735
H  3.489  5.761  1.355
O  5.433  6.325  1.340
S  6.382  5.299  2.135
H  4.276  9.954  -6.553
O  6.617  7.113  -4.548
O  4.841  -8.640  -5.360
O  2.819  0.018  3.438
O  2.707  -7.988  -6.725
H  -4.848  -8.595  1.003
O  -4.326  3.291  -1.326
H  -4.869  0.124  -2.561
C  1.983  -0.952  -0.091
C  5.193  9.510  -6.167
H  -2.000  -8.729  0.817
H  3.399  0.548  -0.026
H  -6.686  -0.236  -1.544

## Properties
E_tot	-5443.88952	Eh
energy above the lowest of the compared OMol25 structures with the same formula, charge and spin	6.595	eV
total charge	0
SMILES string	O=S1(=O)OCCO1.O=S1(=O)OCCO1.O=S1(=O)OCCO1.O=S1(=O)OCCO1.O=S1(=O)OCCO1.O=S1(=O)OCCO1.O=S1(=O)OCCO1